[1]
Here is a structure of composition C28H40AsN5O5SSiW from OMol25. Energies are from ωB97M-V with the def2-TZVPD basis set.

CARTESIAN COORDINATES (ANGSTROEM)
W -0.27355 -0.94571 -0.78937
O 1.89236 -6.68555 -1.53186
C 1.32413 -5.47266 -1.32284
C 0.90321 -5.03729 -0.07300
C 0.37935 -3.76087 0.05300
N 0.31148 -2.94080 -1.01419
C 0.53418 -3.42793 -2.24653
C 1.07501 -4.67480 -2.44060
C -0.07897 -2.55354 -3.30778
O 0.00424 -2.80874 -4.48705
O -0.72642 -1.55246 -2.77048
C -0.43942 -3.25822 1.20786
O 1.10126 -1.94730 3.42734
O -0.77145 -2.04946 0.93498
H 1.95610 -7.16346 -0.69804
H 0.92851 -5.67886 0.80022
H 1.23951 -5.03812 -3.44551
C 1.53064 4.44249 -3.10343
C 1.68228 3.24984 -4.03568
N 2.05319 2.03085 -3.32964
C 1.15093 1.25585 -2.68973
S 1.73277 -0.28146 -2.12065
N -0.06764 1.70783 -2.58189
N -0.91374 0.84208 -1.95162
C -2.16486 1.11967 -2.01495
C -2.67887 2.34093 -2.69911
C -3.07403 0.13809 -1.39959
C -4.44921 0.28892 -1.40348
C -5.24366 -0.69611 -0.83465
C -4.64169 -1.81107 -0.29173
C -3.25883 -1.89979 -0.32437
N -2.49471 -0.94815 -0.85102
H 1.26457 5.33545 -3.67133
H 2.46344 4.63812 -2.57298
H 0.74931 4.25244 -2.36900
H 2.46447 3.44236 -4.77023
H 0.75149 3.07255 -4.57800
H 2.93162 1.59410 -3.54651
H -1.94687 3.13898 -2.61404
H -3.62357 2.67191 -2.27501
H -2.82384 2.14172 -3.76422
H -4.90199 1.16146 -1.84691
H -6.32008 -0.58627 -0.82514
H -5.21407 -2.61130 0.15452
H -2.74561 -2.74976 0.09804
C -2.60926 4.01145 1.74017
Si -1.83457 2.57733 2.66489
C -0.46427 3.20113 3.77866
C -3.13471 1.70067 3.68806
C -1.15688 1.39622 1.45269
C -0.70844 0.59672 0.64599
H -2.92276 4.80555 2.42185
H -3.48854 3.67923 1.18293
H -1.90039 4.43588 1.02614
H -0.84591 3.91653 4.51111
H 0.31743 3.69442 3.19726
H -0.00373 2.37367 4.32321
H -3.54857 2.35272 4.46110
H -2.70932 0.82106 4.17637
H -3.95559 1.36111 3.05240
C 4.55623 -2.39244 0.94821
C 3.40651 -1.98566 0.03157
As 1.98758 -0.84742 0.80345
C 2.15988 -1.37281 2.74681
C 0.08751 -1.03711 3.80641
C 2.99137 0.82566 0.87606
C 2.32851 1.96466 1.63542
H 5.40173 -2.73932 0.35184
H 4.27948 -3.20853 1.61599
H 4.91650 -1.56641 1.56483
H 2.92273 -2.86768 -0.39065
H 3.78737 -1.40734 -0.80835
H 2.52452 -0.46321 3.24445
H 2.96024 -2.10656 2.75656
H -0.34836 -0.54078 2.93915
H 0.49103 -0.28542 4.49819
H -0.68183 -1.61738 4.31059
H 3.18583 1.10008 -0.16062
H 3.95182 0.56015 1.32726
H 1.42236 2.29345 1.13303
H 3.01528 2.81043 1.71291
H 2.04826 1.67397 2.65022

Values from the calculation:
- charge = 0
- frontier orbital gap (hartree) = 0.221
- multiplicity = 1
- energy relative to the best compared isomer or geometry (same formula, charge and spin) (kcal per mole) = 101.1
- LUMO (Ha) = -0.0215

Here are the Mulliken charges for atoms 1 to 6, given in e: W 0.159; O -0.554; C 0.906; C -0.673; C 1.288; N 0.861

***

[2]
Here is a cluster of 7 separate species, C28H40F6O19 in total from OMol25. Energies are from ωB97M-V with the def2-TZVPD basis set.

CARTESIAN COORDINATES (ANGSTROEM)
C 1.45105 0.37690 -1.30742
C 1.01789 -0.06333 0.00059
O 0.06593 0.70410 0.84827
C 0.43753 1.85099 1.47874
O 1.60597 2.35745 1.28810
C -0.57978 2.47271 2.46193
F -0.05335 3.54501 3.06693
F -1.72226 2.86074 1.83398
F -0.74773 1.50612 3.32799
H 2.20347 -0.15699 -1.88788
H 1.77704 1.40775 -1.16897
H 0.58744 0.38907 -1.97235
H 1.95904 -0.26272 0.51302
H 0.64495 -1.07029 -0.18667
C -3.83078 1.14948 3.45901
C -4.31651 2.68094 3.76293
O -3.29005 3.53587 4.10962
C -3.70053 4.77388 4.73046
O -4.92065 5.00095 4.93837
C -2.58971 5.72362 5.37193
F -3.22169 6.73584 6.07386
F -1.94041 4.97581 6.24556
F -1.72888 6.12056 4.46401
H -2.98320 0.78461 4.03916
H -3.45537 1.04968 2.44058
H -4.71361 0.58701 3.76288
H -4.98357 2.52550 4.61085
H -5.05145 2.94579 3.00279
C 4.78117 -4.93863 -2.20086
C 4.77028 -4.19713 -0.88359
C 3.52959 -3.27828 -0.76127
O 2.88313 -3.94606 0.31450
C 3.53409 -5.01537 0.82502
O 3.16095 -5.62695 1.80684
O 4.70727 -5.17968 0.11102
H 5.72296 -5.47396 -2.32150
H 4.71927 -4.13705 -2.93689
H 3.88933 -5.55943 -2.28647
H 5.71394 -3.65310 -0.84317
H 2.88008 -3.25542 -1.63632
H 3.83135 -2.23229 -0.70691
C 0.92432 -4.05252 -3.62616
C -0.50430 -3.33725 -3.81076
C -1.58019 -3.72694 -2.82795
O -2.06570 -2.49659 -2.33794
C -1.40064 -1.46339 -2.88439
O -1.56732 -0.28057 -2.58922
O -0.42658 -1.92600 -3.81161
H 1.32981 -4.03982 -2.61447
H 1.61358 -3.53902 -4.29649
H 1.01701 -5.08913 -3.95012
H -0.84215 -3.59185 -4.81531
H -1.27500 -4.35199 -1.98875
H -2.51173 -4.09257 -3.25998
C -1.86840 -2.00355 2.25185
C -1.32411 -2.33563 3.67139
C -0.17170 -3.38206 3.64101
O 0.84987 -2.80269 4.33480
C 0.59130 -1.48920 4.52116
O 1.39651 -0.73977 5.07941
O -0.67626 -1.22563 4.16459
H -2.36248 -2.81340 1.71506
H -1.20037 -1.56498 1.51057
H -2.71275 -1.32965 2.39681
H -2.12051 -2.61653 4.36055
H 0.09699 -3.75517 2.65273
H -0.54258 -4.30753 4.08153
C 3.77238 -2.30495 -6.43152
C 4.74100 -1.98903 -5.33708
C 5.82069 -1.06807 -5.66745
O 5.90479 -0.10027 -4.59734
C 4.79006 -0.23394 -3.93867
O 4.46369 0.61207 -3.10156
O 4.13081 -1.31500 -4.28303
H 3.42745 -1.36672 -6.86610
H 2.91305 -2.93199 -6.19388
H 4.31141 -2.81287 -7.23125
H 5.02411 -2.95959 -4.92970
H 5.63047 -0.50390 -6.58048
H 6.81814 -1.50202 -5.73734
C -2.82250 6.23969 0.80469
C -4.16207 6.72679 1.40967
C -5.14640 7.35015 0.40781
O -6.02670 6.23198 0.14137
C -5.78825 5.24404 1.03723
O -6.45880 4.20399 1.08098
O -4.62893 5.46056 1.70363
H -2.85659 5.41009 0.09850
H -2.31452 5.75662 1.63938
H -2.12873 7.03409 0.52954
H -3.88003 7.35390 2.25542
H -4.71660 7.61511 -0.55819
H -5.52879 8.18941 0.98878

Values from the calculation:
- charge = -1
- frontier orbital gap (alpha / beta) (hartree) = 0.060 / 0.379
- multiplicity = 2
- LUMO (alpha / beta) (Ha) = 0.0667 / 0.0667

Here are the Mulliken charges for atoms 1 to 6, given in e: C -0.909; C -0.129; O -0.119; C 0.145; O -0.610; C 1.034

***

[3]
Here is a structure of composition C28H41FeN6OS2Si2 from OMol25. Energies are from ωB97M-V with the def2-TZVPD basis set.

CARTESIAN COORDINATES (ANGSTROEM)
Fe -0.08659 -0.27730 0.71293
C 1.86553 -1.61466 5.69669
S 2.56586 -0.22922 4.78902
C 1.52934 -0.12873 3.35516
S 0.32512 -1.29990 3.02082
N 1.84949 0.92744 2.65724
N 1.08506 1.07015 1.53366
C 1.27916 2.13721 0.83418
C 0.45296 2.27397 -0.34404
C 0.32411 3.45509 -1.07274
C -0.61064 3.51303 -2.08763
C -1.38888 2.39008 -2.35556
C -1.17587 1.23711 -1.61914
N -0.26860 1.17289 -0.64704
H 2.51923 -1.76120 6.55678
H 1.84705 -2.51252 5.08445
H 0.85654 -1.39128 6.03475
H 1.98438 2.89879 1.15229
H 0.93167 4.31171 -0.81067
H -0.74536 4.42534 -2.65525
H -2.14920 2.39831 -3.12423
H -1.74300 0.33041 -1.78839
C -1.19898 -4.52429 -1.25322
Si -0.51852 -2.78244 -1.56804
C -0.96547 -2.20731 -3.32545
C 1.32793 -3.07183 -1.70230
N -1.06335 -1.63534 -0.40247
C -2.43201 -1.46339 -0.27403
C -3.40912 -2.12299 -1.04086
C -4.77405 -1.91554 -0.86463
C -5.20534 -1.01410 0.09049
C -4.26692 -0.31290 0.83941
C -2.88077 -0.48384 0.67661
N -1.91285 0.21544 1.36567
Si -2.38586 1.45439 2.46218
C -1.00024 2.42075 3.28255
C -3.38163 2.82028 1.60196
C -3.34653 0.77212 3.94077
H -1.24136 -5.10430 -2.18060
H -2.18908 -4.52937 -0.79887
H -0.51876 -5.04366 -0.57180
H -0.99372 -3.03442 -4.04153
H -0.19062 -1.50937 -3.65927
H -1.92633 -1.69111 -3.36902
H 1.45577 -3.88702 -2.42439
H 1.79023 -3.36331 -0.76151
H 1.83334 -2.18390 -2.08170
H -3.10517 -2.83562 -1.79514
H -5.48414 -2.46211 -1.47492
H -6.26311 -0.84326 0.25619
H -4.63067 0.39327 1.57275
H -0.46850 3.07353 2.58942
H -0.27301 1.80218 3.80646
H -1.48719 3.06140 4.02624
H -2.68757 3.43261 1.01589
H -3.86771 3.47791 2.32967
H -4.14156 2.44033 0.91913
H -2.66404 0.14269 4.51951
H -4.20664 0.15974 3.67122
H -3.68888 1.58418 4.58977
O 2.03566 -1.43578 0.57688
C 3.42822 -1.25611 0.80328
C 4.02757 -0.12279 -0.00782
C 4.27503 -0.45718 -1.49671
C 3.63549 0.50954 -2.45396
C 4.38914 1.47323 -3.12107
C 3.75636 2.34659 -3.98992
C 2.38933 2.22619 -4.17504
C 1.72098 1.23485 -3.47140
N 2.31754 0.40022 -2.62760
H 1.65736 -1.80068 1.39965
H 3.95674 -2.18640 0.55070
H 3.59404 -1.06016 1.86693
H 4.98979 0.10263 0.46019
H 3.41414 0.77113 0.10430
H 3.90024 -1.45862 -1.71527
H 5.34990 -0.46522 -1.69067
H 5.45730 1.53139 -2.95322
H 4.32277 3.10575 -4.51560
H 1.84627 2.87948 -4.84490
H 0.65120 1.10583 -3.58823

Values from the calculation:
- charge = -1
- frontier orbital gap (alpha / beta) (hartree) = 0.174 / 0.174
- multiplicity = 1
- LUMO (alpha / beta) (Ha) = 0.0755 / 0.0754

Here are the Mulliken charges for atoms 1 to 6, given in e: Fe -1.028; C -0.774; S -0.091; C 0.207; S -0.558; N -1.679

***

| no. | F_max (eV/A) |
| --- | --- |
| 1 | 0.64 |
| 2 | 7.14 |
| 3 | 0.60 |